Formula: C32H94N3O17
Source: the OMol25 dataset
Level of theory: ωB97M-V with the def2-TZVPD basis set

Last column: Löwdin charge in e.
CARTESIAN COORDINATES (ANGSTROEM)
1 C 0.0876 -4.5727 2.1165  -0.092
2 C -0.8384 -3.6672 1.2929  -0.265
3 N -0.9866 -2.3117 1.8160  0.014
4 C -0.4415 -1.2417 0.9848  -0.416
5 C -1.0676 -1.1698 -0.4326  -0.135
6 C -2.5140 -1.6346 -0.5611  -0.177
7 C -3.5382 -0.8326 0.2300  -0.193
8 C -4.9606 -1.3338 0.0240  -0.191
9 N -5.8864 -0.5255 0.8679  0.021
10 C -6.6877 -1.3064 1.7427  -0.499
11 C -7.9599 -1.8657 1.1600  0.004
12 O -6.3696 -1.4986 2.9171  0.057
13 C 1.0782 -1.3705 0.8298  -0.065
14 C 1.9100 -0.8198 1.9852  -0.466
15 C 1.6430 -1.4882 3.3355  -0.008
16 C 3.3888 -1.0759 1.6408  -0.023
17 N 1.7289 0.6505 2.0770  -0.105
18 O 2.1794 1.1485 3.1643  -0.026
19 C 0.4086 1.1657 1.5857  -0.439
20 C -0.0133 2.3349 2.4803  -0.034
21 C 0.5609 1.7346 0.1573  -0.002
22 C -0.7002 0.1107 1.7132  -0.054
23 H 1.1142 -4.4821 1.7577  0.059
24 H 0.0724 -4.3102 3.1691  0.065
25 H -0.2073 -5.6102 1.9689  0.065
26 H -1.8240 -4.1395 1.2843  0.107
27 H -0.5116 -3.6716 0.2516  0.097
28 H -1.9427 -2.1274 2.0679  0.100
29 H -1.0022 -0.1831 -0.8767  0.082
30 H -0.4822 -1.8279 -1.0744  0.085
31 H -2.7824 -1.5174 -1.6146  0.115
32 H -2.6344 -2.6995 -0.3567  0.102
33 H -3.5216 0.2028 -0.1281  0.111
34 H -3.3639 -0.8190 1.3057  0.105
35 H -5.2401 -1.2432 -1.0239  0.117
36 H -5.0475 -2.3780 0.3213  0.110
37 H -5.3623 0.1000 1.4660  0.104
38 H -8.3869 -1.2045 0.4147  0.084
39 H -7.7321 -2.8377 0.7202  0.070
40 H -8.6632 -2.0461 1.9670  0.071
41 H 1.3317 -0.7891 -0.0570  0.113
42 H 1.3961 -2.3912 0.6231  0.124
43 H 0.8167 -0.9982 3.8468  0.080
44 H 2.5107 -1.3803 3.9820  0.079
45 H 1.4003 -2.5363 3.2203  0.060
46 H 3.6510 -0.7059 0.6529  0.088
47 H 4.0047 -0.6376 2.4216  0.064
48 H 3.5536 -2.1530 1.6801  0.091
49 H -0.9186 2.7544 2.0313  0.090
50 H 0.7244 3.1309 2.4910  0.079
51 H -0.2833 1.9758 3.4685  0.055
52 H 0.8856 2.7703 0.2516  0.071
53 H 1.3295 1.2371 -0.4254  0.078
54 H -0.3984 1.7572 -0.3500  0.066
55 H -1.6056 0.5907 1.3496  0.109
56 H -0.8669 -0.0817 2.7746  0.120
57 C 3.7562 3.8008 -0.0803  -0.159
58 O 3.3115 3.2685 -1.3221  -0.145
59 H 2.8975 4.2039 0.4517  0.065
60 H 4.2121 3.0154 0.5271  0.086
61 H 4.4826 4.6003 -0.2482  0.066
62 H 4.0917 2.9213 -1.7716  0.051
63 C 6.8579 4.8822 -2.1760  -0.130
64 O 5.7357 4.0307 -2.3890  -0.153
65 H 7.4078 4.4987 -1.3199  0.080
66 H 7.5174 4.8886 -3.0473  0.078
67 H 6.5335 5.9038 -1.9630  0.081
68 H 5.2453 4.3759 -3.1454  0.043
69 C -1.0157 0.5615 6.6983  -0.147
70 O -0.5999 1.3800 5.6092  -0.138
71 H -1.9242 0.0494 6.3925  0.079
72 H -0.2544 -0.1840 6.9422  0.077
73 H -1.2308 1.1629 7.5857  0.075
74 H 0.2077 1.8291 5.8679  0.069
75 C -1.5628 -4.0547 -3.3090  -0.126
76 O -0.4847 -3.5147 -2.5384  -0.139
77 H -2.3190 -3.2799 -3.4039  0.078
78 H -1.2138 -4.3472 -4.2998  0.052
79 H -2.0003 -4.9209 -2.8039  0.077
80 H 0.1813 -4.2014 -2.4557  0.078
81 C 0.3417 0.3997 -3.8842  -0.137
82 O -0.8644 0.5337 -3.1434  -0.127
83 H 0.9862 -0.2802 -3.3318  0.079
84 H 0.1505 -0.0206 -4.8761  0.075
85 H 0.8494 1.3624 -3.9902  0.064
86 H -1.4447 1.1316 -3.6206  0.079
87 C 0.2351 -4.5227 -7.7255  -0.149
88 O -0.3166 -4.1868 -6.4501  -0.137
89 H -0.2548 -5.4344 -8.0625  0.079
90 H 0.0407 -3.7285 -8.4507  0.082
91 H 1.3059 -4.6942 -7.6539  0.057
92 H 0.1154 -3.3832 -6.1517  0.070
93 C 2.1119 7.5618 -0.4577  -0.156
94 O 3.2371 7.1494 -1.2244  -0.128
95 H 2.1034 8.6491 -0.4468  0.075
96 H 1.1786 7.2059 -0.9036  0.075
97 H 2.1818 7.1972 0.5711  0.073
98 H 3.2389 6.1882 -1.2312  0.041
99 C 5.0382 5.4381 3.3034  -0.156
100 O 3.7147 5.0876 2.9319  -0.137
101 H 5.4421 6.0725 2.5170  0.077
102 H 5.0521 5.9920 4.2465  0.067
103 H 5.6681 4.5498 3.4024  0.080
104 H 3.3614 4.5217 3.6264  0.040
105 C -3.3412 3.5105 -0.9357  -0.156
106 O -4.6652 3.1633 -1.3299  -0.125
107 H -2.9161 4.1326 -1.7192  0.079
108 H -3.3458 4.0746 0.0008  0.078
109 H -2.7212 2.6157 -0.8208  0.055
110 H -5.0476 2.6118 -0.6431  0.063
111 C -10.4961 -4.6221 2.9675  -0.160
112 O -11.0013 -3.6089 2.1026  -0.132
113 H -9.6941 -5.1312 2.4392  0.074
114 H -10.0936 -4.1916 3.8879  0.078
115 H -11.2719 -5.3502 3.2179  0.074
116 H -11.7090 -3.1555 2.5651  0.072
117 C -6.9907 -4.4555 -1.6621  -0.156
118 O -5.5972 -4.2207 -1.4802  -0.133
119 H -7.4727 -3.4873 -1.7733  0.075
120 H -7.1774 -5.0477 -2.5614  0.077
121 H -7.4218 -4.9679 -0.7974  0.074
122 H -5.1662 -5.0724 -1.3819  0.073
123 C 3.7000 4.8286 6.7880  -0.144
124 O 3.4436 3.9233 5.7157  -0.131
125 H 4.7675 4.8001 6.9885  0.081
126 H 3.4164 5.8492 6.5187  0.081
127 H 3.1618 4.5290 7.6901  0.077
128 H 2.4984 3.9371 5.5421  0.076
129 C 6.9960 -1.3395 3.7740  -0.161
130 O 6.8651 -0.9139 2.4228  -0.131
131 H 7.4763 -2.3146 3.7640  0.076
132 H 7.6156 -0.6465 4.3496  0.075
133 H 6.0179 -1.4322 4.2549  0.071
134 H 6.4374 -0.0545 2.4297  0.065
135 C 2.6004 4.0871 -4.7596  -0.133
136 O 4.0213 4.2314 -4.7365  -0.131
137 H 2.1747 5.0832 -4.8408  0.083
138 H 2.2856 3.4929 -5.6210  0.078
139 H 2.2431 3.6223 -3.8375  0.063
140 H 4.4017 3.3502 -4.6771  0.079
141 C 3.9705 -6.3070 -9.6315  -0.149
142 O 2.7648 -5.6797 -9.2010  -0.139
143 H 4.7707 -5.5799 -9.5241  0.078
144 H 4.2021 -7.1798 -9.0162  0.077
145 H 3.9064 -6.6079 -10.6800  0.076
146 H 2.0516 -6.3154 -9.2924  0.069

The total energy is -73977.99237 eV. The spin multiplicity is 2. As for the expectation value of S²: 0.75. Its gap between HOMO and LUMO (alpha / beta) is 8.1 / 8.7 eV.